(1)
The following is a quantum chemistry calculation of a cluster of 2 separate species, C15H28FN2O in total, from the Open Molecules 2025 dataset.

Output
**E_HOMO**: -0.4397 Ha
**Frontier orbital gap**: 8.1 eV
**Maximum force**: 1.0 eV/Å
**Net charge**: +1
**Energy**: -872.741402 a.u.
**Molar mass**: 271.40 g mol⁻¹

```
47
Properties=species:S:1:pos:R:3:forces:R:3
C -3.38629 -2.74192 1.14134 0.34 -0.22 0.06
C -2.23550 -3.60883 0.62811 0.09 0.48 0.52
N -0.92793 -3.08120 1.11241 0.05 -0.10 -0.41
C 0.18969 -3.55670 0.42334 -0.40 0.01 0.16
C 1.01311 -4.52849 1.00222 0.34 0.13 -0.51
F 0.72630 -4.93065 2.22333 -0.02 -0.05 0.11
C 2.09845 -5.08724 0.34176 -0.22 0.38 -0.26
C 2.34256 -4.65129 -0.94377 0.02 -0.42 0.86
N 1.56304 -3.70359 -1.48225 0.03 -0.07 0.24
C 0.51391 -3.10843 -0.86166 0.11 -0.33 0.04
C -0.19507 -2.07424 -1.67912 0.09 0.32 0.06
C -0.66304 -0.78050 -1.00683 0.25 0.11 -0.36
C 0.44666 0.15417 -0.52426 -0.27 0.64 0.36
C -0.18736 1.53646 -0.29499 -0.10 -0.61 0.46
C 1.10795 -0.25424 0.78914 0.04 0.06 -0.18
H -4.18323 -2.70231 0.40828 -0.20 0.04 0.02
H -3.77247 -3.14258 2.07281 -0.18 -0.05 0.08
H -3.03524 -1.73824 1.35868 0.00 0.20 -0.18
H -2.35010 -4.62448 1.00404 -0.07 -0.24 -0.27
H -2.21542 -3.63008 -0.45637 0.06 -0.01 -0.13
H -0.83414 -3.25048 2.10400 -0.01 0.02 0.08
H 2.69605 -5.84175 0.82467 0.12 -0.08 -0.06
H 3.15344 -5.05993 -1.52096 0.03 0.13 -0.27
H 1.77924 -3.40203 -2.42271 -0.03 0.10 -0.05
H -1.02118 -2.54207 -2.21412 -0.17 -0.16 0.08
H 0.50646 -1.75740 -2.45295 0.07 -0.07 -0.17
H -1.39302 -0.95105 -0.22590 -0.01 -0.14 0.28
H -1.19396 -0.23559 -1.78632 -0.12 -0.05 -0.14
H 1.21098 0.28421 -1.29356 0.05 -0.25 -0.20
H -0.91820 1.42428 0.50987 -0.15 0.11 0.03
H -0.72184 1.89696 -1.16786 0.13 0.21 -0.16
H 0.54840 2.25013 0.05706 0.06 0.26 -0.25
H 1.74809 0.55121 1.14013 0.14 0.06 -0.01
H 0.34042 -0.38937 1.54522 -0.09 -0.21 0.18
H 1.72855 -1.14600 0.72046 -0.01 -0.18 0.01
C -0.82162 6.13907 -0.20851 -0.06 -0.14 0.01
C 0.51891 5.75671 0.39960 -0.02 0.29 -0.24
C 1.45011 6.95398 0.50380 0.11 -0.07 0.06
O 1.13171 4.71536 -0.36649 -0.02 -0.14 0.14
H -0.68382 6.52404 -1.22248 0.03 0.07 0.02
H -1.47595 5.26871 -0.27328 0.00 0.00 0.04
H -1.32104 6.90608 0.38406 0.01 0.01 -0.01
H 0.35962 5.33330 1.39216 0.04 -0.10 -0.01
H 1.65607 7.36356 -0.48873 -0.07 0.03 -0.01
H 2.40393 6.66075 0.94265 -0.02 -0.01 0.03
H 1.01321 7.74323 1.11627 -0.01 0.01 -0.02
H 1.28953 5.05848 -1.25230 0.02 0.03 -0.01
```
Positions in Å, forces in eV/Å.


(2)
The following is a quantum chemistry calculation of a structure of composition C15H28FeIN4O2Si at a distorted geometry, from the Open Molecules 2025 dataset.

Output
**E_HOMO (spin up / spin down)**: 0.0925 / 0.0066 Ha
**Frontier orbital gap (spin up / spin down)**: 1.2 / 4.3 eV
**Maximum force**: 2.5 eV/Å
**Net charge**: -2
**Multiplicity**: 6
**Energy**: -2808.579104 a.u.
**Molar mass**: 507.25 g mol⁻¹

```
52
Properties=species:S:1:pos:R:3:forces:R:3
C 0.19971 0.00693 -6.28035 -0.16 -0.56 -0.07
I 0.20792 -0.03496 -4.11982 0.51 1.08 -1.39
H -0.71450 -0.46589 -6.65921 0.27 0.14 0.12
H 1.08879 -0.51845 -6.63347 -0.12 0.09 0.01
H 0.23458 1.06004 -6.52479 0.01 0.11 -0.19
C -1.32421 3.77524 0.32778 -0.98 0.19 -0.19
C -2.34134 3.24671 -0.41609 0.05 0.47 0.47
N -1.81131 2.20043 -1.12706 -1.22 -0.27 0.00
C -0.51539 1.95861 -0.70285 1.48 0.45 -1.48
N -0.19586 3.04764 0.07470 0.11 1.14 0.88
H -1.34965 4.62172 0.99415 0.08 0.01 0.01
H -3.39377 3.53524 -0.49904 0.62 -0.12 0.06
C 1.92482 -3.91651 -0.29399 -0.27 -0.30 -0.43
C 1.04354 -1.87522 -0.75440 -0.53 -0.35 0.22
N 1.94014 -2.57013 0.00947 0.39 -0.05 0.05
H 0.71818 -4.97402 -1.81115 -0.02 -0.02 -0.08
N 0.47982 -2.84464 -1.54190 0.68 -0.53 0.17
H 2.52165 -4.64434 0.21654 0.24 -0.07 0.08
Fe 0.23927 -0.15017 -0.35723 0.40 0.17 -0.64
C 0.48624 1.45528 -1.70027 -1.47 -2.04 0.16
O 1.44167 2.15103 -2.02002 1.37 1.05 0.26
C 1.02649 -4.08498 -1.29301 0.25 0.12 0.71
C -0.56629 -2.67445 -2.50734 -0.47 0.50 0.03
H -1.49681 -3.15610 -2.19112 0.12 -0.16 0.09
H -0.22760 -3.06357 -3.46731 -0.22 0.06 -0.04
H -0.75714 -1.60057 -2.62707 -0.11 -0.86 0.29
C 2.76996 -2.00439 1.06402 -0.29 0.00 -0.10
H 3.68692 -2.60401 1.12406 -0.12 0.20 0.07
H 2.24102 -2.03275 2.03321 0.21 0.04 -0.35
H 3.01920 -0.96035 0.82687 -0.16 -0.37 0.03
C 1.07492 3.25917 0.72449 -0.11 -0.17 0.13
H 1.22926 4.33871 0.83081 0.03 -0.14 0.07
H 1.88464 2.85031 0.11132 -0.31 0.07 0.04
H 1.07909 2.77738 1.71648 0.08 0.13 -0.19
C -2.59815 1.31631 -1.94942 -0.18 -0.29 -0.10
H -1.94305 0.65466 -2.53836 -0.25 0.38 0.38
H -3.20267 1.89956 -2.66189 0.18 -0.11 0.24
H -3.27286 0.71054 -1.31644 0.20 0.03 -0.25
C 1.33617 0.46239 3.74023 0.17 0.10 0.27
Si -0.36150 -0.06194 3.03512 0.08 0.11 -0.72
C -0.72653 -1.71739 3.88660 -0.01 -0.09 0.06
C -1.62150 1.10253 3.84074 0.02 0.08 0.01
O -0.43835 -0.06522 1.43437 -0.20 -0.08 1.82
H 1.28301 0.49255 4.84509 0.00 -0.02 -0.30
H 1.63711 1.47090 3.40952 -0.11 -0.35 0.03
H 2.15276 -0.23339 3.48021 -0.31 0.22 -0.01
H -0.69511 -1.57029 4.97478 0.02 -0.05 -0.08
H -1.73176 -2.07336 3.63259 0.12 0.01 -0.04
H -0.00758 -2.50473 3.63200 -0.08 0.07 -0.03
H -1.50613 2.13345 3.48628 -0.03 -0.11 0.00
H -2.64241 0.77665 3.61052 0.09 0.06 -0.03
H -1.50545 1.09780 4.93163 -0.02 0.02 -0.04
```
Positions in Å, forces in eV/Å.


(3)
The following is a quantum chemistry calculation of a cluster of 3 separate species, C15H28N2O11P2 in total at a distorted geometry, from the Open Molecules 2025 dataset.

Output
**E_HOMO**: -0.3383 Ha
**Frontier orbital gap**: 7.2 eV
**Maximum force**: 9.2 eV/Å
**Net charge**: 0
**SMILES string**: NC[C@H]1OC(=O)O[C@@H]1c1ccccn1.COP(=O)(OC)OC.COP(=O)(OC)OC
**Energy**: -2208.094575 a.u.
**Molar mass**: 474.34 g mol⁻¹

```
58
Properties=species:S:1:pos:R:3:forces:R:3
N 3.39677 -0.82401 2.24352 -0.48 0.35 -0.32
C 1.91982 -0.79320 2.10569 -0.26 0.43 0.78
C 1.26636 -2.21958 2.00356 1.27 0.05 -0.34
O 2.18022 -3.23956 2.53191 -0.60 -1.14 0.88
C 1.41945 -4.28101 3.05861 -0.97 2.65 -1.71
O 1.79041 -5.20493 3.66754 0.49 -0.92 0.21
O 0.06346 -3.98480 2.75349 0.78 -0.30 1.17
C 0.05630 -2.56819 2.89498 -0.57 2.10 -0.57
C -1.28750 -1.80715 2.63904 1.49 -2.29 -0.65
C -2.29241 -2.52725 1.94318 -1.41 0.96 -0.24
C -3.57633 -1.90605 1.70272 2.16 1.34 1.56
C -3.64310 -0.56933 2.23988 0.42 -1.61 -0.57
C -2.49999 -0.01334 2.87822 -0.73 2.04 0.51
N -1.28248 -0.54830 3.12806 -2.55 -1.69 -1.48
H 3.77346 -0.18490 1.54348 0.11 -0.26 0.44
H 3.66390 -0.48070 3.16627 -0.01 -0.20 -0.45
H 1.47388 -0.27027 2.98999 0.16 -0.41 -0.76
H 1.68233 -0.16674 1.20815 -0.22 -0.83 0.68
H 1.21278 -2.49555 0.91820 -0.78 0.30 0.93
H 0.30927 -2.25743 3.93996 0.11 -0.42 -0.62
H -2.09737 -3.55644 1.58775 0.02 0.78 0.42
H -4.41804 -2.40955 1.19791 0.64 0.37 0.33
H -4.57441 0.02128 2.15425 0.85 -0.29 0.13
H -2.61191 1.03791 3.23642 0.12 -0.90 -0.38
C 0.03366 5.86409 0.97962 0.24 0.06 -0.02
O -0.21360 4.45124 1.04923 -2.05 2.90 -0.60
P -1.83981 4.00089 0.79386 1.37 -8.96 1.25
O -1.91252 3.10137 1.99323 -0.37 1.38 0.09
O -1.46393 3.16158 -0.55906 -0.38 1.02 -0.12
C -0.14163 2.69658 -0.82931 0.21 -0.03 -0.45
O -3.47543 3.84540 0.37827 1.19 3.33 -0.11
C -3.96460 4.84500 -0.52819 -0.19 0.05 -0.25
H 1.09317 6.04054 1.15677 -0.05 -0.08 0.00
H -0.23131 6.24917 -0.00933 0.12 0.13 0.02
H -0.54803 6.38542 1.74427 0.11 0.09 0.00
H 0.29207 2.18307 0.02834 -0.05 0.14 0.07
H 0.48534 3.53072 -1.14280 0.14 -0.13 0.10
H -0.20463 1.98900 -1.65651 -0.15 0.05 0.09
H -3.39447 4.83023 -1.46111 -0.08 -0.02 -0.02
H -3.88956 5.83387 -0.07046 -0.15 0.05 -0.10
H -5.01260 4.64013 -0.74198 0.09 -0.10 0.06
C 0.34717 -3.02179 -1.93962 -0.22 -0.12 -0.04
O 0.38385 -1.73569 -2.58137 2.48 -2.38 0.78
P 1.94441 -1.19269 -3.00039 -2.44 8.12 -2.99
O 1.76964 0.17593 -2.40572 0.43 -1.14 0.67
O 1.60828 -1.19695 -4.60131 0.46 -0.84 0.31
C 0.27605 -1.15358 -5.09742 -0.16 -0.23 -0.28
O 3.58166 -0.99674 -3.37681 -0.92 -3.14 1.47
C 4.29068 -2.21732 -3.64448 0.26 -0.18 -0.18
H -0.68827 -3.26934 -1.71209 0.04 0.09 -0.03
H 0.76257 -3.78835 -2.59982 -0.10 -0.13 0.09
H 0.92059 -2.98561 -1.01195 -0.10 -0.17 0.02
H -0.31089 -0.36848 -4.62081 0.05 -0.09 0.14
H -0.19711 -2.12690 -4.96908 -0.18 0.13 0.02
H 0.33234 -0.94066 -6.16583 0.21 0.00 0.08
H 3.83257 -2.75284 -4.48045 0.08 0.03 -0.02
H 4.28700 -2.85395 -2.75737 0.17 -0.06 -0.05
H 5.32250 -1.97428 -3.89307 -0.11 0.11 0.01
```
Positions in Å, forces in eV/Å.